Record 1
{
  "formula": "CH6SSi",
  "method": "ωB97M-V/def2-TZVPD",
  "total_charge": 0,
  "smiles": "[SiH3]CS",
  "total_energy_ev": -19846.0132,
  "multiplicity": 1,
  "homo_lumo_gap_ev": 9.910,
  "elements": ["C", "Si", "S", "H", "H", "H", "H", "H", "H"],
  "positions_angstrom": [[0.4734, 0.8617, -0.2061], [-0.9680, -0.3880, -0.1716], [1.9623, -0.2131, -0.0599], [0.7584, 1.5657, -1.0151], [-0.6438, -1.7214, -0.6308], [-0.9139, -0.5055, 1.3453], [-2.2285, 0.1851, -0.4942], [0.2101, 1.4515, 0.6875], [1.3500, -1.2360, 0.5449]],
  "atomic_forces_ev_per_a": [[0.121, -0.120, -0.536], [1.323, 0.774, 1.801], [-0.061, 0.532, 0.314], [-0.714, -0.602, 0.247], [-0.077, -0.340, -0.669], [-0.357, -0.242, -0.568], [-1.053, 0.227, -0.550], [0.715, -0.097, -0.162], [0.104, -0.133, 0.122]],
  "lowdin_charge": [-0.7577, 0.5640, 0.5881, 0.0219, -0.0813, -0.0455, -0.1049, 0.0119, -0.1964]
}



Record 2
{
  "formula": "C5H13NO4",
  "method": "ωB97M-V/def2-TZVPD",
  "total_charge": 0,
  "smiles": "CN(C)C(O)(O)C(C)(O)O",
  "total_energy_ev": -15074.0569,
  "multiplicity": 1,
  "homo_lumo_gap_ev": 8.923,
  "elements": ["C", "C", "C", "C", "C", "N", "O", "O", "O", "O", "H", "H", "H", "H", "H", "H", "H", "H", "H", "H", "H", "H", "H"],
  "positions_angstrom": [[0.1143, 0.6209, 0.5262], [1.4829, -0.0097, 0.1156], [-1.1701, -1.4458, 0.3769], [-2.1257, 0.5794, -0.5206], [1.0219, -0.5543, -1.5667], [-0.8949, -0.1412, -0.2210], [-0.0932, 0.5867, 1.9047], [0.1084, 1.9608, 0.1050], [1.8520, -0.9364, 1.1308], [2.4943, 0.9518, 0.0316], [0.5966, 0.0045, 2.2711], [-0.4664, 2.4377, 0.7164], [2.8176, -0.9258, 1.1644], [2.1034, 1.8385, 0.0586], [-1.7487, -1.3487, 1.3009], [-2.7716, -0.0740, -1.1048], [-1.7145, -2.0433, -0.3539], [-0.2301, -1.9453, 0.5972], [-2.6567, 0.8677, 0.3954], [-1.8974, 1.4710, -1.0989], [0.1951, -1.1180, -1.9865], [1.8748, -1.1859, -1.7883], [1.1082, 0.4094, -2.0541]],
  "atomic_forces_ev_per_a": [[-0.701, -0.728, -0.360], [-1.801, 0.066, -1.819], [0.224, 0.512, -0.235], [0.365, -0.073, 0.407], [3.274, -0.032, 1.764], [-1.091, 0.875, 1.049], [0.229, 0.004, 0.227], [0.137, -0.136, 0.032], [-0.045, 0.169, -1.161], [-0.031, -0.766, -0.190], [-0.178, 0.172, -0.011], [0.066, 0.000, 0.007], [-0.051, -0.007, -0.010], [-0.234, -0.203, -0.068], [-0.070, -0.161, 0.022], [-0.036, 0.018, -0.025], [-0.080, -0.067, 0.060], [-0.001, -0.126, 0.042], [-0.269, 0.078, 0.009], [-0.091, -0.013, -0.058], [-0.396, 0.164, 1.048], [0.736, 0.240, -0.476], [0.044, 0.013, -0.254]],
  "lowdin_charge": [-0.5615, -0.4014, -0.0669, -0.0685, 0.0434, -0.2383, 0.0587, 0.0401, 0.0143, 0.0367, 0.1057, 0.1244, 0.1193, 0.1039, 0.0913, 0.0861, 0.0892, 0.0834, 0.0884, 0.0826, 0.0590, 0.0460, 0.0642]
}



Record 3
{
  "formula": "C4H11N3",
  "method": "ωB97M-V/def2-TZVPD",
  "total_charge": 0,
  "smiles": "[H]/N=C\\C.C=C(N)N",
  "total_energy_ev": -8795.7185,
  "multiplicity": 1,
  "homo_lumo_gap_ev": 8.680,
  "elements": ["C", "C", "N", "H", "H", "H", "H", "H", "C", "N", "N", "C", "H", "H", "H", "H", "H", "H"],
  "positions_angstrom": [[1.8039, -1.0880, 1.6116], [0.4383, -0.4896, 1.4796], [-0.6618, -1.0105, 1.7915], [-0.5942, -1.9647, 2.1576], [0.3765, 0.5383, 1.0030], [2.3461, -1.0001, 0.6707], [2.3669, -0.5345, 2.3645], [1.7545, -2.1377, 1.9056], [-0.7601, 0.7948, -1.4174], [-2.0839, 1.1414, -1.6348], [-0.4753, -0.5442, -1.6440], [0.1721, 1.6721, -0.9963], [-2.3414, 2.0491, -1.2809], [-1.1831, -1.1922, -1.3275], [-2.7607, 0.4251, -1.4149], [0.4439, -0.8095, -1.3053], [-0.0612, 2.7177, -0.9130], [1.2196, 1.4323, -1.0501]],
  "atomic_forces_ev_per_a": [[-0.083, -0.068, 0.094], [0.228, 1.119, -0.562], [-0.858, -0.304, 0.031], [0.326, 0.156, 0.046], [0.193, -1.107, 0.715], [0.091, 0.003, -0.049], [0.080, 0.008, -0.011], [0.017, 0.022, 0.005], [0.160, 0.185, 0.718], [-0.100, -0.124, -0.102], [0.293, -0.185, -0.238], [-0.084, 0.201, -0.805], [0.014, -0.101, 0.024], [0.047, 0.058, 0.013], [0.011, 0.108, 0.013], [-0.357, 0.041, -0.111], [-0.152, 0.221, 0.045], [0.175, -0.230, 0.175]],
  "lowdin_charge": [-0.0842, -0.3471, 0.0700, 0.0416, 0.0800, 0.0652, 0.0754, 0.0706, -0.5575, 0.0989, 0.0964, -0.0348, 0.0905, 0.0855, 0.0863, 0.0782, 0.0407, 0.0444]
}



Record 4
{
  "formula": "C4H7NS",
  "method": "ωB97M-V/def2-TZVPD",
  "total_charge": 0,
  "smiles": "C[C@H]1CC=NS1",
  "total_energy_ev": -16585.9074,
  "multiplicity": 1,
  "homo_lumo_gap_ev": 9.276,
  "elements": ["C", "C", "C", "C", "H", "H", "H", "H", "H", "H", "H", "N", "S"],
  "positions_angstrom": [[-1.1225, 0.6961, -1.1336], [-0.5939, 0.2701, 0.2270], [0.4262, -0.9332, 0.1649], [1.6109, -0.5037, 0.9429], [-2.0334, 1.3136, -1.0004], [-0.4375, 1.2745, -1.7106], [-1.4058, -0.1905, -1.7201], [-1.5577, 0.0426, 0.8125], [0.6807, -1.3160, -0.8527], [-0.0448, -1.7656, 0.7212], [2.5307, -1.1317, 1.0166], [1.7433, 0.6957, 1.3661], [0.2037, 1.5481, 1.1661]],
  "atomic_forces_ev_per_a": [[-1.056, -0.065, 0.060], [-1.704, -1.161, -0.064], [-1.478, -0.340, 0.822], [2.154, 0.796, -0.443], [0.453, -0.299, -0.146], [0.751, 0.377, -0.369], [-0.003, 0.206, 0.168], [1.613, -0.348, -0.624], [-0.214, 0.560, 0.661], [0.236, 0.032, -0.448], [-0.859, 0.280, -0.011], [-1.489, -0.444, 0.101], [1.597, 0.405, 0.293]],
  "lowdin_charge": [-0.1463, -0.6682, -0.1833, -0.3052, 0.0810, 0.0594, 0.0795, 0.1116, 0.1261, 0.1148, 0.1199, -0.2495, 0.8603]
}